Molecular formula: C28H50AlF9IO
Method: DFT, ωB97M-V/def2-TZVPD

- charge = -1
- E (Ha) = -2611.057696
- frontier orbital gap (eV) = 7.55

XYZ file:
```
90
Properties=species:S:1:pos:R:3:forces:R:3
C 4.178 -4.962 0.087 0.453 1.678 -1.419
C 4.377 -4.088 -0.748 0.007 -1.253 1.506
C 4.671 -2.962 -1.601 -0.268 0.210 -0.182
Al 3.063 -1.694 -1.842 -0.118 -0.407 0.032
C 1.380 -2.652 -1.291 -0.042 0.557 0.280
C 0.588 -1.986 -0.138 -0.711 -0.431 -0.279
C -0.420 -0.929 -0.630 -0.012 -0.508 0.085
C -1.656 -0.834 0.268 0.278 -0.355 -0.041
C -1.309 -0.637 1.753 -0.262 0.297 -1.213
O -2.302 0.169 2.374 0.194 -0.585 0.353
C -2.794 -0.341 3.596 -0.197 0.811 0.140
C 3.319 0.145 -1.016 0.131 -0.761 0.442
C 3.225 0.279 0.514 0.415 2.100 -0.792
C 3.934 1.609 0.936 0.468 -1.033 0.298
I 4.192 -1.295 1.621 -0.422 -0.137 0.080
C 2.964 -1.434 -3.921 -0.381 -0.053 1.728
F 2.579 -2.667 -4.405 -0.104 -0.333 -0.294
F 4.175 -1.177 -4.511 0.177 0.359 -0.608
C 1.892 -0.465 -4.445 1.241 -0.644 -1.199
F 0.788 -0.550 -3.700 -0.478 0.167 0.682
F 1.522 -0.867 -5.692 -0.367 0.132 -0.399
C 2.353 1.013 -4.606 -0.747 0.078 -0.131
F 3.446 1.322 -3.920 0.428 -0.047 0.748
F 2.633 1.231 -5.897 0.230 0.137 -0.714
C 1.268 2.061 -4.253 0.484 -0.307 0.395
F 0.187 1.894 -4.984 -0.639 -0.126 -0.589
F 1.768 3.265 -4.485 0.233 0.814 -0.380
F 0.921 2.033 -2.978 -0.128 -0.220 0.726
H 4.198 -5.591 0.931 -0.228 -0.441 0.140
H 5.075 -3.305 -2.555 -0.082 0.065 -0.118
H 5.445 -2.372 -1.105 0.131 -0.004 -0.027
H 1.568 -3.686 -0.994 0.368 -0.003 -0.042
H 0.691 -2.731 -2.141 0.034 -0.008 -0.057
H -0.033 -2.770 0.322 0.053 0.024 0.159
H 1.212 -1.599 0.670 0.141 -0.005 -0.072
H -0.780 -1.320 -1.583 0.072 0.375 -0.262
H 0.047 0.045 -0.797 0.009 0.041 -0.019
H -2.353 -0.080 -0.101 0.106 0.318 0.235
H -2.184 -1.786 0.150 -0.110 -0.009 0.117
H -1.234 -1.627 2.200 0.057 0.082 0.341
H -0.327 -0.151 1.798 -0.040 0.117 0.332
H -2.814 0.483 4.318 -0.031 -0.039 0.038
H -2.171 -1.124 4.029 -0.002 -0.158 -0.158
H -3.827 -0.674 3.471 0.035 -0.286 0.014
H 4.304 0.528 -1.309 0.042 -0.110 -0.089
H 2.599 0.867 -1.417 -0.071 -0.023 0.003
H 2.184 0.398 0.807 -0.059 -0.736 0.243
H 3.999 2.289 0.090 -0.438 0.235 0.078
H 3.501 2.053 1.833 -0.106 0.168 -0.114
H 4.963 1.350 1.186 0.114 0.250 -0.010
C -0.428 2.403 3.895 0.132 0.123 -0.076
C 1.079 2.616 4.000 -0.119 -0.110 0.040
C 1.627 2.381 5.407 0.098 0.037 -0.021
C 1.080 3.327 6.478 -0.086 -0.023 -0.028
C 1.301 4.813 6.200 0.109 -0.011 0.116
C 2.775 5.200 6.131 -0.099 0.084 -0.074
H -0.980 3.099 4.530 -0.009 -0.010 0.023
H -0.768 2.555 2.870 -0.060 -0.088 0.032
H -0.698 1.386 4.187 0.012 0.060 -0.016
H 1.334 3.622 3.654 0.037 -0.004 0.014
H 1.578 1.923 3.316 0.024 0.023 0.000
H 2.718 2.454 5.378 -0.003 -0.006 0.023
H 1.406 1.352 5.707 -0.007 -0.002 -0.024
H 1.545 3.071 7.436 0.006 0.028 0.004
H 0.008 3.149 6.609 0.007 -0.016 -0.009
H 0.826 5.389 6.999 -0.036 0.005 -0.030
H 0.801 5.106 5.273 -0.021 -0.038 -0.001
H 3.284 4.959 7.067 0.025 -0.028 -0.022
H 2.882 6.272 5.955 0.049 -0.007 0.017
H 3.290 4.682 5.320 0.015 -0.011 0.020
C -6.758 -2.672 -1.733 0.011 0.127 0.061
C -6.475 -1.467 -2.625 -0.085 -0.098 -0.037
C -5.809 -1.839 -3.949 0.022 0.057 -0.040
C -4.432 -2.492 -3.817 -0.014 -0.048 0.072
C -3.396 -1.662 -3.060 0.064 0.047 -0.146
C -3.072 -0.334 -3.737 0.007 0.003 0.146
H -5.839 -3.189 -1.451 -0.010 -0.016 -0.009
H -7.253 -2.359 -0.812 -0.008 -0.051 0.005
H -7.410 -3.386 -2.241 0.032 -0.029 0.001
H -5.862 -0.744 -2.081 0.023 -0.002 -0.031
H -7.421 -0.963 -2.842 0.022 0.035 0.008
H -5.730 -0.940 -4.568 0.024 -0.007 0.002
H -6.466 -2.522 -4.498 -0.019 0.003 0.023
H -4.052 -2.705 -4.821 0.019 0.010 0.007
H -4.534 -3.463 -3.324 -0.019 -0.002 -0.016
H -2.474 -2.245 -2.983 -0.021 -0.017 0.046
H -3.729 -1.478 -2.035 -0.004 -0.040 0.008
H -2.689 -0.496 -4.747 -0.006 0.023 -0.004
H -2.311 0.206 -3.171 0.026 0.006 -0.053
H -3.951 0.311 -3.803 0.002 0.002 -0.021
```
Positions in Å, forces in eV/Å.